{"formula": "C29H55Br20NO3", "method": "ωB97M-V with the def2-TZVPD basis set", "energy_ev": -1439445.90297, "gap_ev": 9.24, "e_homo_ev": -9.0, "smiles": "O=C1C[C@@H](CCO)[C@H](C[C@H]2CO2)N1.BrCCBr.BrCCBr.BrCCBr.BrCCBr.BrCCBr.BrCCBr.BrCCBr.BrCCBr.BrCCBr.BrCCBr", "species": ["O", "C", "C", "C", "C", "C", "O", "C", "C", "C", "C", "O", "N", "H", "H", "H", "H", "H", "H", "H", "H", "H", "H", "H", "H", "H", "H", "H", "Br", "C", "C", "Br", "H", "H", "H", "H", "Br", "C", "C", "Br", "H", "H", "H", "H", "Br", "C", "C", "Br", "H", "H", "H", "H", "Br", "C", "C", "Br", "H", "H", "H", "H", "Br", "C", "C", "Br", "H", "H", "H", "H", "Br", "C", "C", "Br", "H", "H", "H", "H", "Br", "C", "C", "Br", "H", "H", "H", "H", "Br", "C", "C", "Br", "H", "H", "H", "H", "Br", "C", "C", "Br", "H", "H", "H", "H", "Br", "C", "C", "Br", "H", "H", "H", "H"], "xyz": [[5.80341, -1.64022, 0.96742], [5.64337, -2.04597, -0.13647], [5.31001, -1.29938, -1.45054], [3.97140, -2.08515, -1.83052], [3.89471, -1.81020, -3.37697], [2.43825, -1.76029, -3.95390], [2.27146, -2.56625, -5.12879], [4.35114, -3.51203, -1.36090], [3.41702, -4.28073, -0.36667], [1.91860, -3.82739, -0.59042], [1.04386, -3.90469, 0.70389], [1.56859, -2.62154, 0.05902], [5.64902, -3.39564, -0.59969], [5.24939, -0.20661, -1.41753], [6.08558, -1.70864, -2.12186], [3.19904, -1.51580, -1.29352], [4.34207, -0.81738, -3.55322], [4.47275, -2.55922, -3.94947], [2.24215, -0.71650, -4.25474], [1.72541, -2.01242, -3.15229], [2.73131, -3.39114, -4.91719], [4.54397, -4.19624, -2.20500], [3.43522, -5.35662, -0.58947], [3.57681, -4.03902, 0.69379], [1.42980, -4.09310, -1.54785], [1.53827, -4.03897, 1.67711], [0.01323, -3.53554, 0.69211], [5.70917, -4.07908, 0.15042], [-1.07944, 1.71285, -0.08448], [-2.20044, 0.13950, -0.34052], [-1.36385, -1.10626, -0.41685], [-0.48180, -1.26480, -2.14049], [-2.79546, 0.31808, -1.23155], [-2.85761, 0.10528, 0.52769], [-1.98981, -1.99374, -0.32911], [-0.58099, -1.14231, 0.33606], [2.93997, 2.84751, -1.29593], [1.53939, 3.97660, -0.54957], [1.77280, 5.42783, -0.87658], [3.16700, 6.19878, 0.24398], [1.50704, 3.77710, 0.51817], [0.61662, 3.62455, -1.01013], [0.88108, 6.01527, -0.66331], [2.07198, 5.58992, -1.90828], [5.58150, 8.56107, 1.51078], [5.93891, 8.29514, 3.40606], [5.00892, 7.27203, 4.00148], [3.23458, 8.01500, 4.30739], [5.86443, 9.26866, 3.88219], [6.96952, 7.94780, 3.45573], [5.35946, 6.96158, 4.98460], [4.87946, 6.39480, 3.37318], [4.10351, 1.23334, -5.25402], [2.39634, 1.43222, -6.17016], [2.46172, 2.45099, -7.27071], [2.42593, 4.26809, -6.56844], [1.65972, 1.67439, -5.40839], [2.18147, 0.44736, -6.57849], [1.57521, 2.37379, -7.90549], [3.35731, 2.36632, -7.88060], [4.76948, 6.80440, 7.89785], [3.65146, 5.23644, 7.61652], [4.47762, 3.98149, 7.51668], [5.34453, 3.83604, 5.77907], [3.05684, 5.42869, 6.72699], [2.99658, 5.19481, 8.48530], [3.84392, 3.09947, 7.59256], [5.26169, 3.92668, 8.26634], [0.81511, -5.15357, 3.68154], [1.32694, -7.02448, 3.87112], [2.58946, -7.33456, 3.11335], [2.24660, -7.49089, 1.20343], [0.47808, -7.61812, 3.54429], [1.47796, -7.16930, 4.93951], [2.98597, -8.30362, 3.41131], [3.35884, -6.57762, 3.23742], [-5.12448, -0.94457, 2.55989], [-4.24652, -0.51876, 4.24564], [-2.93540, 0.18122, 4.01039], [-1.55698, -1.07143, 3.44558], [-4.14226, -1.45039, 4.79451], [-4.93931, 0.13451, 4.77395], [-2.56039, 0.62037, 4.93327], [-2.99502, 0.95114, 3.24554], [-7.62130, 1.42991, 0.50075], [-8.76416, 0.02446, -0.21270], [-8.50428, -1.29618, 0.46188], [-6.86531, -2.12072, -0.19443], [-8.59604, -0.00482, -1.28558], [-9.78173, 0.35836, -0.01468], [-9.29237, -2.00656, 0.22632], [-8.40631, -1.21457, 1.54108], [-11.59713, 0.09276, 2.73933], [-12.76771, -1.29801, 2.04010], [-12.53046, -2.61613, 2.72904], [-10.90382, -3.46516, 2.08088], [-12.59871, -1.34260, 0.96800], [-13.77898, -0.94314, 2.23117], [-13.33104, -3.31724, 2.49964], [-12.43124, -2.52511, 3.80679], [-0.41695, -0.83136, -6.87045], [-1.99293, 0.24735, -7.24770], [-1.84175, 1.03180, -8.52594], [-0.69175, 2.58936, -8.28560], [-2.15860, 0.87808, -6.37874], [-2.80918, -0.46760, -7.33554], [-2.80224, 1.43758, -8.83922], [-1.41622, 0.44861, -9.33743]]}